Density functional theory data (ωB97M-V with the def2-TZVPD basis set) for a cluster of 2 separate species, C27H21BrF13NO3 in total in a non-equilibrium geometry.

Output
Energy relative to the best compared isomer or geometry (same formula, charge and spin), kcal/mol: 638.2
Charge: 0
SMILES string: Cc1ccccc1CN1C(=O)c2cc(CCC(F)(F)C(F)(F)C(F)(F)C(F)(F)C(F)(F)C(F)(F)F)cc(Br)c2C1=O.CC(C)=O
Lowest unoccupied orbital energy, eV: -1.8

XYZ file:
```
66
Properties=species:S:1:pos:R:3:forces:R:3
Br 4.60679 1.99525 1.93321 -1.86 -2.11 0.26
F -1.80726 -0.50054 7.19206 0.78 -2.68 -3.33
F -7.02369 -1.75845 0.93214 1.65 -2.54 4.37
F -1.29934 -2.76186 6.63214 -0.57 4.09 -2.13
F -3.92558 -1.44602 5.72409 3.64 0.18 -2.94
F -4.44916 -1.52763 1.00457 -1.53 -0.83 4.70
F -3.47810 -3.79221 1.94420 -1.38 3.02 3.58
F -1.95500 -1.29087 2.54106 -1.96 -3.00 3.38
F -7.34118 -1.99752 3.29635 2.92 -2.22 -3.94
F -2.66839 0.18762 4.52538 -0.11 -4.62 1.26
F -5.13633 -0.53940 3.10239 0.89 -4.33 -2.18
F -1.52221 -3.30208 3.75204 -3.22 3.69 0.03
F -4.55203 -3.78853 4.07032 2.20 3.50 -3.13
F -6.52451 -3.89969 1.89397 0.08 5.35 1.39
O 2.69221 3.69829 -6.36416 1.23 -0.80 0.43
O 1.09052 -3.09722 -1.45902 2.40 8.25 3.96
O 4.07407 0.63252 -1.47526 -7.68 -4.17 3.66
N 1.77006 -0.58978 -1.58622 0.64 -1.53 0.47
C 1.63257 -1.42216 3.49453 1.09 0.94 -2.70
C -6.48388 -2.44429 2.16535 -2.51 0.68 -1.44
C 0.23535 2.34369 -3.23106 -1.87 -1.39 -1.45
C 1.45874 -1.92981 -0.88979 -0.62 -3.97 -0.98
C -1.28684 0.04236 -3.74297 1.08 3.53 -0.87
C 1.30918 3.18850 -2.32382 -0.47 -0.04 -1.00
C 1.11816 -2.12733 2.08687 2.96 3.30 -0.55
C 2.70398 -0.13710 3.49511 -0.84 -1.18 -3.86
C 4.32124 2.05933 -6.96498 -0.31 0.06 -0.39
C 3.67204 3.03769 -6.02307 -1.33 0.89 -0.42
C -4.97453 -1.82622 2.38953 0.04 1.85 -1.88
C -2.67369 -1.26050 4.95774 -0.75 2.26 1.98
C -1.42455 -1.39284 6.03428 0.45 0.85 2.10
C 4.26789 3.17660 -4.64772 -0.31 0.31 0.14
C 2.73914 -0.25297 0.69278 -0.99 -1.44 1.60
C 1.70233 -1.52322 0.67938 1.23 1.26 3.60
C -2.51992 -2.18538 3.61862 1.79 -0.35 -1.95
C -3.90080 -2.86844 3.06397 0.05 -3.22 -1.06
C -0.17666 0.80001 -2.75310 -1.81 2.14 -4.11
C -0.00104 -0.78675 5.46760 0.70 -0.06 1.06
C -1.51238 2.33761 -5.53591 2.36 -2.05 4.40
C 3.29358 0.47040 2.05544 -3.15 -3.90 -0.06
C -1.92589 0.79830 -5.09025 2.17 2.23 1.66
C 1.08458 -1.91738 4.98941 1.26 0.60 -0.91
C 3.00365 0.02316 -0.90109 3.78 2.52 -0.53
C -0.39535 3.08914 -4.57087 -1.23 -3.61 1.07
C 0.45951 0.14292 -1.39058 -2.04 1.66 -0.26
H 4.21950 2.21892 -4.12343 0.22 0.01 -0.02
H 0.35255 -3.01044 2.03438 1.72 1.91 0.36
H 3.69693 3.91740 -4.07795 0.12 -0.16 -0.17
H 2.04846 -1.88393 5.69172 -2.28 -0.06 -1.47
H 0.92942 3.29068 -1.21665 0.74 -0.14 -2.19
H 4.27531 1.05184 -6.54389 0.21 0.07 0.02
H -2.73379 0.25982 -5.77515 2.00 1.07 1.83
H 1.41884 4.26371 -2.83036 -0.22 -2.38 1.30
H 0.69598 -3.02104 4.99885 0.61 2.31 -0.26
H 5.30369 3.51682 -4.72431 0.02 -0.22 0.06
H 5.35941 2.34971 -7.14476 0.01 -0.18 0.14
H 3.06951 0.39849 4.47956 -0.92 -1.38 -2.16
H 2.35780 2.65950 -2.33830 -2.08 1.01 0.09
H -1.65125 -1.05350 -3.51706 0.86 2.47 -0.46
H 3.78540 2.06483 -7.92007 0.10 0.02 0.23
H 0.57335 1.00095 -0.57908 -0.17 -1.72 -1.69
H -0.02922 4.19451 -4.78690 -0.85 -2.66 0.42
H -0.11644 0.01026 4.61332 -0.35 -1.75 1.73
H -0.36753 -0.59513 -0.95110 1.85 1.48 -0.99
H -1.95549 2.91405 -6.45952 0.94 -1.50 2.07
H 0.49029 -0.20464 6.38605 -1.39 -1.33 -1.92
```
Forces are in eV/Å.

Density functional theory data (ωB97M-V with the def2-TZVPD basis set) for a structure of composition C27H21N9O5Ti.

Output
Energy relative to the best compared isomer or geometry (same formula, charge and spin), kcal/mol: 9.1
Charge: 0
2S+1: 3
Lowest unoccupied orbital energy (alpha / beta), eV: -0.6 / -1.0

XYZ file:
```
63
Properties=species:S:1:pos:R:3:forces:R:3
Ti -0.06897 -0.08237 0.80692 -0.18 -0.80 -0.57
O 1.82580 -0.12393 0.40866 0.14 0.01 -0.18
O 0.22028 0.12962 2.75542 0.20 0.05 0.27
O 0.31538 -3.75452 3.31951 0.05 0.13 0.10
O 4.02885 -0.11993 0.04365 -0.10 -0.07 -0.03
O 1.47237 -4.29414 5.05172 -0.04 0.15 0.00
N -0.25947 -1.87012 -0.29936 -0.02 0.06 0.19
N 0.18147 1.94157 1.13259 -0.03 0.49 0.08
N -0.73518 -4.15870 -1.92019 0.01 -0.12 -0.12
N 0.91332 2.25357 2.24364 0.04 -0.16 0.39
N -3.33559 -2.77463 1.39493 0.02 -0.04 0.00
N -3.69143 -1.87880 2.34426 -0.01 -0.01 0.01
N -1.09751 0.99318 -0.78642 -0.03 0.05 -0.14
N 1.30690 -3.66888 4.02097 0.03 -0.38 -0.11
N -1.93081 -1.02062 1.45865 -0.08 0.16 0.12
C 3.05737 -0.43660 0.69674 0.15 0.28 0.16
C 2.23872 -2.10405 2.38216 -0.11 -0.14 0.22
C 2.71007 2.16693 4.45698 0.00 0.01 -0.01
C 2.27297 0.21513 6.38649 0.01 0.00 0.02
C -1.39322 3.10267 -1.88266 0.01 0.06 0.01
C 1.50261 0.23250 5.23441 0.00 -0.02 -0.02
C -1.82062 0.41826 -1.75785 0.03 -0.04 0.02
C -2.36147 1.12576 -2.80935 0.00 0.05 -0.01
C 3.49445 -2.59502 4.39158 -0.02 -0.04 0.05
C -2.85429 -0.84659 2.38520 -0.02 -0.10 -0.03
C -1.57435 -3.79098 -0.96678 -0.07 0.10 0.06
C 2.38907 -2.77736 3.58021 0.10 0.23 -0.06
C 0.22076 4.30675 0.44811 0.02 -0.02 -0.02
C 3.26617 1.16663 6.57155 -0.02 -0.01 -0.02
C -2.13143 2.49568 -2.87675 -0.01 -0.03 -0.01
C 3.48511 2.14036 5.60415 -0.01 -0.01 0.01
C 0.90509 1.19858 3.03191 -0.01 0.16 -0.19
C 4.47840 -1.71136 3.97463 0.02 -0.01 0.04
C 3.21702 -1.21084 1.98312 -0.02 -0.08 -0.08
C 4.34551 -1.02914 2.77524 -0.04 0.03 -0.08
C -0.13734 2.86926 0.28700 0.00 -0.08 0.03
C -0.89597 2.33419 -0.83342 0.03 -0.09 -0.02
C 0.36161 -3.36407 -2.06048 -0.01 0.10 0.12
C 1.71516 1.21026 4.26786 -0.05 0.02 0.05
C 0.60050 -2.26200 -1.29215 0.00 -0.09 -0.13
C -1.37519 -2.68078 -0.16317 0.07 -0.05 -0.04
C -2.25433 -2.22610 0.87761 -0.05 0.15 0.01
H -1.19318 4.16387 -1.90892 -0.01 0.00 -0.01
H -0.55077 4.95587 0.03707 0.00 0.01 0.01
H 0.73445 -0.51145 5.06848 0.00 0.00 0.00
H 1.48504 -1.65648 -1.43369 0.00 0.00 0.01
H 4.26433 2.87804 5.74522 0.00 0.00 0.00
H 0.35970 4.52845 1.50309 0.00 0.00 0.00
H -4.48754 -2.06419 2.93057 0.02 0.01 -0.01
H 1.16199 4.52450 -0.06312 -0.01 0.01 -0.01
H -2.93655 0.61106 -3.56502 0.01 -0.01 0.00
H 3.56642 -3.13062 5.32621 0.01 0.00 0.01
H -2.92236 -0.02608 3.07876 -0.01 0.01 -0.01
H 2.87067 2.91398 3.69192 0.01 0.00 0.00
H 1.35745 -2.29969 1.79176 -0.05 0.06 -0.12
H 3.87215 1.14846 7.46842 0.00 0.00 0.00
H 5.10798 -0.33949 2.43749 0.00 0.00 0.00
H -2.52391 3.07765 -3.69995 0.00 0.01 0.01
H -2.46831 -4.38841 -0.82072 0.02 -0.02 0.01
H 2.10313 -0.54643 7.13690 0.00 0.00 0.00
H 5.34907 -1.54672 4.59512 -0.01 -0.01 0.01
H -1.95403 -0.65322 -1.68449 0.00 0.00 0.01
H 1.07506 -3.64946 -2.82230 -0.01 0.00 -0.02
```
Forces are in eV/Å.

Density functional theory data (ωB97M-V with the def2-TZVPD basis set) for a structure of composition C27H22AsBF10MnNO3S in a non-equilibrium geometry.

Output
Energy relative to the best compared isomer or geometry (same formula, charge and spin), kcal/mol: 0.0
Charge: +1
2S+1: 4
Lowest unoccupied orbital energy (alpha / beta), eV: -6.0 / -4.2

XYZ file:
```
67
Properties=species:S:1:pos:R:3:forces:R:3
As -8.74716 14.57588 5.56763 1.01 -0.52 0.66
Mn -10.39176 17.51905 5.28446 0.17 0.47 -0.47
S -9.94690 18.13007 7.46013 -0.43 -0.30 0.08
F -10.67659 17.20808 3.39304 -0.45 -0.01 0.50
F -8.98404 18.99259 4.54106 -0.26 -0.05 -0.33
F -8.94666 21.02932 3.79560 -0.16 0.01 -0.19
F -10.42740 15.08333 2.53919 -0.29 -0.87 0.22
F -11.09192 16.84687 1.18132 -0.41 -0.36 0.04
F -11.18378 22.39827 4.55273 -0.08 0.27 -0.33
F -8.98096 16.75787 1.93842 0.45 -0.18 0.04
F -10.56849 21.16501 6.19648 -0.11 0.02 0.26
F -9.59919 19.45202 2.47236 0.36 0.23 0.13
F -12.67840 21.21729 5.58975 1.06 -0.11 -0.28
O -11.80917 16.58860 5.95778 0.49 -0.18 -0.27
O -9.11937 16.20686 5.31679 0.58 0.19 -0.13
O -11.43468 18.96591 5.09111 0.08 -0.37 -0.15
N -12.37125 17.17867 7.01266 -0.21 0.35 1.32
C -11.61919 17.89117 7.88519 -0.23 0.25 -0.10
C -10.34975 13.38419 7.58877 0.32 -0.30 0.12
C -14.29440 17.32285 8.36643 -0.92 -0.47 -0.12
C -6.93414 15.47910 7.74919 0.05 -0.47 0.00
C -8.10366 13.75429 3.97178 -0.32 0.09 -0.59
C -7.50678 14.57425 3.01850 0.19 0.86 -0.03
C -7.32984 12.68471 1.53135 -0.20 0.02 0.66
C -11.13708 20.02316 4.21834 -1.12 -0.22 -0.21
C -9.66386 19.93169 3.68630 -0.15 -0.18 0.82
C -5.48113 13.13195 7.77417 0.71 -0.74 -0.03
C -13.66679 16.90832 7.23811 -0.26 -0.27 -1.23
C -12.11053 20.00422 3.01801 0.59 -0.02 -0.26
C -5.90516 15.29811 8.67114 0.48 0.10 -0.30
C -12.26136 18.39678 9.02908 0.11 -0.96 -0.64
C -13.58078 18.07072 9.27736 0.18 0.75 0.64
C -7.11118 14.04532 1.79573 -0.22 -0.44 -0.55
C -12.43778 12.73516 5.87097 -0.38 -0.24 -0.17
C -11.38813 21.23068 5.14061 -0.29 0.23 0.08
C -8.35526 12.40273 3.70829 0.52 0.44 -0.15
C -6.55014 13.27694 6.90358 0.04 -0.60 -0.21
C -7.28978 14.44112 6.87766 -0.32 0.76 -0.02
C -11.44924 12.68129 8.05780 0.19 0.34 0.46
C -5.12902 14.13156 8.66047 -1.52 0.47 -0.60
C -7.95044 11.86118 2.48589 0.36 0.80 0.16
C -12.52461 12.42036 7.22541 0.75 0.09 -0.15
C -11.32473 13.39544 5.36518 -0.17 -0.68 1.43
C -10.29685 13.72000 6.25271 0.02 0.13 -0.64
B -10.27500 16.36445 2.15994 0.39 1.30 -0.78
H -11.65224 18.93014 9.71664 0.19 0.55 0.46
H -13.15501 20.03759 3.33486 0.29 0.16 0.15
H -14.09498 18.45233 10.15714 0.30 -0.09 -0.06
H -5.63104 16.11599 9.33070 -0.12 -0.09 -0.05
H -11.41332 12.33193 9.08167 -0.31 0.06 0.03
H -7.41344 15.66541 3.18324 0.00 -0.89 -0.03
H -11.93907 19.07026 2.47086 -0.13 0.21 0.15
H -15.34512 17.04113 8.50610 0.55 0.30 -0.01
H -8.79971 11.81794 4.49255 -0.29 -0.45 -0.02
H -4.86732 12.21813 7.73412 -0.47 0.46 0.00
H -8.07581 10.81413 2.27115 -0.16 -0.17 0.04
H -6.76495 12.45652 6.23114 -0.08 0.00 -0.10
H -9.49112 13.59157 8.22448 -0.23 -0.05 0.04
H -4.30789 13.99448 9.31277 0.66 0.02 0.58
H -14.14733 16.41149 6.40267 0.03 -0.17 0.24
H -7.02628 12.22755 0.59470 -0.02 0.25 0.03
H -7.42233 16.43052 7.68122 -0.32 0.30 0.11
H -11.22071 13.55658 4.33251 0.05 0.38 -1.25
H -13.22097 12.36221 5.20628 0.21 0.42 0.10
H -13.37205 11.91537 7.63483 -0.45 -0.33 -0.02
H -6.71939 14.69227 0.99491 -0.09 -0.33 0.65
H -11.87920 20.83011 2.32656 -0.22 -0.17 0.30
```
Forces are in eV/Å.

Density functional theory data (ωB97M-V with the def2-TZVPD basis set) for a structure of composition C27H22ClIN4O5Ta in a non-equilibrium geometry.

Output
Energy relative to the best compared isomer or geometry (same formula, charge and spin), kcal/mol: 26.3
Charge: +1
Lowest unoccupied orbital energy, eV: -3.3

XYZ file:
```
61
Properties=species:S:1:pos:R:3:forces:R:3
Ta -0.18594 -0.37790 0.20139 -0.05 0.39 1.10
I -2.66551 2.95212 3.11780 -0.06 0.14 -0.19
Cl -3.50797 5.71928 -1.82346 -0.03 0.07 -0.05
O 1.03398 0.13319 1.65302 0.25 -0.03 0.09
O -1.79171 -1.07723 -0.49569 -0.84 -0.85 -0.46
O -3.86212 -1.37416 -1.25179 0.16 -0.05 0.11
O -1.22448 1.11084 0.99946 0.41 -0.33 -0.17
O 1.29133 -0.16543 -0.89487 1.07 0.43 -0.99
N -0.81410 -1.71867 1.88382 0.04 0.35 -0.04
N -0.78991 1.35228 -1.58165 -0.08 -0.39 0.60
N -0.63199 -1.74134 -2.82593 -0.08 -0.10 0.03
N 0.88795 -2.59436 0.14197 -0.40 0.79 -0.03
C 0.77432 0.46735 2.90981 -0.22 0.00 0.73
C -0.82686 -1.38827 3.12767 0.02 -0.06 -0.10
C -2.68169 -1.36442 -1.44420 -0.36 0.00 -0.74
C 2.87245 -1.92005 -1.08220 0.02 0.36 -0.06
C -1.08201 -3.08841 1.48701 0.01 -0.17 -0.17
C 4.12350 -2.34573 -1.55072 -0.08 -0.10 0.09
C -0.22260 -0.20463 3.65575 0.21 0.24 -0.08
C -1.06690 2.45560 -3.67425 -0.08 0.15 0.02
C -2.08913 -1.64706 -2.83419 0.18 0.08 0.34
C -1.82567 3.44225 -3.09942 0.04 -0.06 0.00
C -0.55335 1.42854 -2.87023 0.22 -0.12 0.01
C -0.47712 0.17356 4.98405 -0.02 -0.08 -0.06
C -2.82577 4.36912 -0.99311 -0.04 0.00 0.25
C -1.54724 2.31101 -0.99697 -0.14 0.21 -0.11
C 4.56418 -0.16537 -2.43061 0.05 -0.20 0.03
C -3.00139 4.24570 0.35880 -0.03 0.13 -0.25
C -2.45679 3.15295 1.04953 0.28 -0.67 0.40
C 2.47463 -0.59111 -1.31532 0.67 -0.50 -0.15
C 2.05987 -2.83065 -0.31490 -0.12 -0.15 0.00
C 0.24699 -3.62759 0.95817 -0.09 -0.25 0.13
C 0.22351 1.19749 5.57042 -0.03 0.02 0.04
C 1.23872 1.82736 4.84611 -0.05 -0.04 0.06
C -1.75115 2.16582 0.39579 -0.44 0.63 0.00
C 1.52250 1.46042 3.54879 0.08 0.01 -0.32
C -2.08181 3.40458 -1.71433 0.09 -0.18 0.02
C 3.33859 0.27887 -1.97796 -0.33 0.20 0.05
C 4.95896 -1.48787 -2.22740 0.06 0.09 -0.08
H 3.02698 1.30719 -2.11282 0.01 -0.02 -0.03
H -2.59866 -2.53060 -3.22095 -0.05 0.00 0.00
H -3.56262 4.99398 0.90035 0.00 0.01 -0.02
H 0.08577 -4.53899 0.37774 0.00 0.04 -0.03
H 0.89240 -3.88277 1.80326 0.03 0.05 -0.03
H 4.43208 -3.36789 -1.36349 -0.02 0.00 0.00
H -1.24665 -2.08722 3.85268 -0.04 -0.05 -0.06
H 5.22948 0.51628 -2.94331 -0.03 0.04 0.01
H -0.85427 2.46218 -4.73354 0.02 0.00 0.00
H -1.43377 -3.69851 2.31971 -0.02 0.05 0.04
H -2.22607 4.25668 -3.68708 0.00 -0.02 -0.03
H 2.52389 -3.79879 -0.10596 -0.06 -0.03 -0.01
H -1.24374 -0.35548 5.53844 0.02 -0.01 0.01
H 5.91761 -1.82972 -2.59129 0.00 -0.01 0.03
H 1.81921 2.60957 5.31764 0.00 0.02 -0.04
H 0.00596 1.49791 6.58579 0.03 0.00 -0.01
H -0.24827 -1.49450 -3.72952 -0.05 -0.07 -0.02
H -0.33837 -2.69188 -2.64007 0.04 -0.03 0.01
H 0.08007 0.65490 -3.29091 -0.04 0.06 0.08
H -2.39191 -0.80724 -3.46074 -0.05 0.02 0.01
H -1.83515 -3.09245 0.70155 -0.04 -0.02 0.06
H 2.31776 1.93927 2.99237 -0.03 0.02 0.00
```
Forces are in eV/Å.